(1)
The following is a quantum chemistry calculation of 4 unconnected molecules or ions with the total composition C26H48FNO13, from the OMol25 dataset.

As for the LUMO energy: 0.25 eV. As for the SMILES: CC(=O)N(C(C)=O)[C@@H]1[C@@H](CCCC(=O)O)OC(=O)[C@@H]1CC(=O)F.COCCOC.COCCOC.COCCOC.

Element x y z (Å)
C 2.787 3.093 -0.635
C 1.853 3.081 -1.819
O 2.142 2.565 -2.857
N 0.537 3.720 -1.703
C 0.590 5.031 -1.084
C 0.647 6.182 -2.047
O 0.580 5.171 0.106
C -0.547 2.889 -1.136
C -0.115 1.571 -0.465
C -1.137 1.058 0.556
C -0.714 1.372 1.999
C 0.063 0.229 2.665
C 1.159 -0.260 1.752
O 2.149 0.368 1.495
O 0.923 -1.487 1.222
O 0.023 0.631 -1.553
C -0.634 1.092 -2.648
O -0.545 0.591 -3.723
C -1.435 2.315 -2.247
C -1.757 3.209 -3.426
C -2.606 2.562 -4.488
O -2.705 2.884 -5.616
F -3.365 1.543 -3.996
H 2.360 3.541 0.257
H 3.064 2.059 -0.425
H 3.702 3.619 -0.914
H 1.689 6.483 -2.182
H 0.245 5.900 -3.017
H 0.083 7.017 -1.637
H -1.096 3.488 -0.410
H 0.837 1.661 0.051
H -2.128 1.476 0.369
H -1.206 -0.025 0.423
H -1.587 1.602 2.610
H -0.086 2.268 2.025
H 0.539 0.581 3.581
H -0.592 -0.601 2.929
H 1.232 -1.493 0.304
H -2.357 1.947 -1.788
H -2.309 4.091 -3.088
H -0.842 3.535 -3.917
C -1.439 1.759 8.548
O -1.484 0.367 8.795
C -2.036 -0.386 7.730
C -0.967 -1.049 6.890
O -0.161 -0.100 6.209
C 1.093 0.128 6.827
H -0.829 2.207 9.331
H -0.993 1.983 7.576
H -2.443 2.197 8.590
H -2.665 0.249 7.098
H -2.672 -1.162 8.167
H -1.450 -1.677 6.134
H -0.346 -1.694 7.519
H 1.762 -0.726 6.679
H 0.985 0.316 7.898
H 1.533 1.006 6.355
C 2.652 -3.548 3.295
O 2.488 -4.909 3.651
C 1.997 -5.714 2.594
C 3.098 -6.499 1.915
O 4.019 -5.656 1.247
C 5.217 -5.436 1.967
H 3.213 -3.070 4.097
H 3.204 -3.437 2.358
H 1.681 -3.054 3.193
H 1.473 -5.097 1.855
H 1.274 -6.416 3.020
H 2.650 -7.158 1.164
H 3.614 -7.125 2.651
H 5.845 -6.334 1.966
H 5.019 -5.141 3.000
H 5.754 -4.634 1.464
C -1.788 -1.479 -6.052
O -3.083 -1.648 -6.608
C -3.625 -0.451 -7.140
C -3.514 -0.401 -8.648
O -2.167 -0.341 -9.086
C -1.652 -1.586 -9.512
H -1.384 -2.474 -5.869
H -1.123 -0.945 -6.735
H -1.836 -0.935 -5.106
H -3.136 0.424 -6.702
H -4.685 -0.416 -6.866
H -4.017 0.501 -9.010
H -4.017 -1.270 -9.086
H -2.085 -1.882 -10.474
H -1.843 -2.374 -8.779
H -0.576 -1.467 -9.634

(2)
The following is a quantum chemistry calculation of a single C22H32N2O2 molecule, from the OMol25 dataset.

As for the LUMO energy: 0.66 eV. The calculation puts the energy above the lowest of the compared OMol25 structures with the same formula, charge and spin at 0.833 eV.

Element x y z (Å)
C -1.455 0.293 3.416
C -0.973 0.462 1.986
C -1.570 -0.593 1.042
C -3.045 -0.386 0.821
C -3.477 0.670 0.019
C -4.829 0.912 -0.182
C -5.761 0.083 0.420
C -5.342 -0.974 1.219
C -3.992 -1.209 1.425
C -6.532 -1.718 1.775
C -7.679 -1.262 0.854
C -7.269 0.141 0.370
N 0.480 0.413 1.958
C 1.189 0.910 0.926
O 0.675 1.476 -0.029
C 2.692 0.673 0.989
O 3.122 0.315 2.297
C 3.158 -0.364 -0.057
C 3.884 0.756 -0.853
C 5.375 0.518 -1.050
C 5.640 -0.577 -2.078
C 4.977 -0.273 -3.416
N 5.190 -1.371 -4.368
C 3.485 -0.020 -3.213
C 3.229 1.081 -2.191
C 3.530 1.756 0.275
H -2.544 0.331 3.454
H -1.141 -0.674 3.818
H -1.062 1.081 4.060
H -1.263 1.446 1.613
H -1.043 -0.525 0.089
H -1.381 -1.587 1.459
H -2.735 1.300 -0.460
H -5.145 1.734 -0.814
H -3.665 -2.038 2.046
H -6.395 -2.800 1.776
H -6.718 -1.414 2.810
H -7.737 -1.934 -0.005
H -8.650 -1.274 1.348
H -7.641 0.913 1.051
H -7.654 0.375 -0.623
H 0.990 -0.078 2.675
H 3.167 1.118 2.828
H 3.837 -1.080 0.408
H 2.365 -0.898 -0.581
H 5.835 1.455 -1.389
H 5.843 0.264 -0.095
H 6.716 -0.711 -2.221
H 5.244 -1.532 -1.709
H 5.425 0.653 -3.803
H 5.534 -1.033 -5.256
H 5.879 -2.024 -4.018
H 3.023 0.225 -4.172
H 3.031 -0.961 -2.885
H 2.160 1.246 -2.047
H 3.653 2.026 -2.556
H 2.973 2.637 -0.040
H 4.393 2.044 0.880

no.,frontier orbital gap (eV),electronic energy (eV)
1,8.95,-58562.7066
2,9.18,-30409.9360